(1)
This record from OMol25 describes C14H7BeN3O4 as an isolated structure at a distorted geometry. The level of theory is ωB97M-V/def2-TZVPD.

Atoms and positions in Å:
O 5.015 0.277 1.863
C 4.639 0.291 0.709
Be 3.191 0.578 -0.288
O 6.211 -0.522 -0.980
C 5.208 -0.089 -0.505
C 3.596 2.435 -0.023
O 3.638 3.568 0.203
C 3.421 0.313 -2.027
O 3.474 0.277 -3.177
N -6.803 -1.903 -0.998
C -5.708 -1.553 -0.777
C -4.368 -1.138 -0.459
C -3.281 -1.614 -1.211
C -1.986 -1.181 -0.913
C -1.790 -0.327 0.179
C -2.862 0.184 0.917
C -4.161 -0.224 0.588
N -0.476 0.032 0.540
C -0.049 0.631 1.737
C 1.276 0.839 1.614
N 1.673 0.432 0.336
C 0.599 -0.092 -0.266
H -3.449 -2.314 -2.031
H -1.139 -1.533 -1.507
H -2.691 0.897 1.724
H -5.017 0.177 1.144
H -0.730 0.820 2.555
H 1.989 1.257 2.312
H 0.581 -0.518 -1.259

Output
Max |F| = 8.50 eV/Å
Total energy = -1016.89478 Eh
Relative energy (zero: lowest compared OMol25 entry of this formula, charge and spin) = 84.7 kcal per mole
Net charge = +2

---

(2)
This record from OMol25 describes C14H7Br2N3O5Tl as an isolated structure at a distorted geometry. The level of theory is ωB97M-V/def2-TZVPD.

Atoms and positions in Å:
Tl -0.394 -1.617 -1.604
Br 0.112 -0.778 3.896
C 1.587 -0.790 2.757
C 2.874 -0.675 3.232
C 3.955 -0.675 2.358
Br 5.682 -0.570 3.083
C 3.764 -0.714 0.943
C 4.804 -0.638 -0.001
C 4.498 -0.601 -1.346
C 3.159 -0.678 -1.734
N 2.179 -0.805 -0.861
C 2.443 -0.813 0.440
C 1.288 -0.951 1.344
O 0.151 -1.208 0.956
H 3.044 -0.587 4.294
H 5.831 -0.604 0.333
H 5.269 -0.520 -2.093
H 2.864 -0.634 -2.772
O -4.370 3.450 -0.854
C -5.061 2.354 -0.908
O -6.270 2.326 -0.940
C -4.353 1.037 -0.920
C -5.029 -0.176 -0.832
N -4.111 -1.145 -0.865
N -2.883 -0.656 -0.979
C -2.988 0.658 -1.019
C -1.724 1.540 -1.149
O -1.879 2.726 -0.888
O -0.721 0.909 -1.494
H -3.374 3.332 -0.831
H -6.082 -0.352 -0.748
H -4.264 -2.142 -0.798

Output
Max |F| = 2.91 eV/Å
Total energy = -6398.41255 Eh
Net charge = +1